C5H7N in the gas phase, computed with ωB97M-V with the def2-TZVPD basis set.

Atoms and positions in Å:
C -1.940 -1.951 -0.102
C -0.763 -1.649 0.005
C 0.506 -1.020 -0.074
N 0.631 0.217 0.688
C -0.265 1.337 0.512
C 1.167 1.440 0.115
H -2.635 -2.061 -0.901
H 1.447 -1.550 0.039
H 0.207 -1.261 -1.236
H -0.604 1.825 1.429
H -1.017 1.237 -0.266
H 1.866 2.005 0.737
H 1.401 1.430 -0.946

Atoms 1-3, force components in eV/Å:
0.9 0.1 -0.4
-1.5 -0.7 1.6
0.0 -0.2 -1.6

Output
**Total charge**: 0
**Kohn-Sham gap**: 0.362 Ha
**Energy above the lowest of the compared OMol25 structures with the same formula, charge and spin**: 488.5 kJ/mol
**HOMO level**: -8.9 eV

Mulliken population analysis, charges in e, atoms 1 to 8:
1. C -0.145
2. C -0.295
3. C -0.322
4. N -0.257
5. C -0.308
6. C -0.458
7. H 0.272
8. H 0.416